This record from the OMol25 dataset describes C47H46IN2O5P2Yb as an isolated structure in a non-equilibrium geometry. The level of theory is ωB97M-V/def2-TZVPD.

The geometry in XYZ format:
```
104
Properties=species:S:1:pos:R:3:forces:R:3
Yb -0.372591 -0.519855 1.181971 -0.7 0.2 1.1
C 0.628353 1.962789 3.342783 -0.1 0.1 -0.1
O -0.501750 1.387956 2.644156 0.2 -0.4 -0.4
C -1.742374 1.651062 3.334012 0.2 0.1 0.1
C -2.865508 1.379973 2.376494 -0.2 0.0 -0.2
O -2.648193 0.143575 1.666936 0.3 -0.1 0.0
C -3.406180 -1.009987 2.091734 -0.1 0.3 0.0
C -2.977812 -1.450804 3.463124 0.0 -0.1 0.1
O -1.561152 -1.333827 3.520487 0.2 0.1 -0.1
C -1.067714 -1.827251 4.784044 -0.1 0.0 0.0
H 0.759932 1.469974 4.305747 0.0 0.0 0.0
H 1.508620 1.834347 2.714036 0.0 0.0 0.0
H 0.449046 3.025691 3.494935 0.0 0.0 0.0
H -1.766838 2.703638 3.622076 0.0 0.0 0.0
H -1.780359 1.037051 4.232624 0.0 0.0 0.0
H -2.907938 2.156903 1.611086 0.0 0.0 0.0
H -3.819169 1.355361 2.905237 0.0 0.0 0.0
H -3.202951 -1.771854 1.338682 0.0 0.0 0.0
H -4.473833 -0.784238 2.077378 0.0 0.0 0.0
H -3.296895 -2.483892 3.631137 0.0 0.0 0.0
H -3.420409 -0.832336 4.250336 0.0 0.0 0.0
H -1.015498 -2.916765 4.767873 0.0 0.0 0.0
H -1.740634 -1.514164 5.582705 0.0 0.0 0.0
H -0.085217 -1.402526 4.958298 0.0 0.0 0.0
O 0.238870 1.194495 -2.891486 -0.1 0.0 0.2
C 1.632270 1.354494 -2.881640 -0.2 -0.1 0.0
C 2.199700 2.322379 -3.694110 0.1 0.0 0.0
C 3.576106 2.389472 -3.824282 0.0 0.0 0.0
C 4.375167 1.475631 -3.147772 -0.1 0.0 0.0
C 3.790427 0.590461 -2.261796 0.1 0.1 0.1
C 2.402830 0.532439 -2.065900 0.2 0.1 0.3
P 1.899531 -0.457977 -0.581645 0.3 0.1 -0.6
C 3.199247 0.092913 0.582263 -0.1 -0.1 0.1
C 4.004801 -0.762895 1.329060 0.1 0.0 -0.1
C 4.989183 -0.248019 2.167052 0.0 0.0 0.0
C 5.149232 1.123010 2.301639 0.0 0.0 0.0
C 4.318024 1.987411 1.594583 0.0 0.0 0.0
C 3.359631 1.476798 0.733682 -0.1 0.0 0.1
C 2.169538 -2.167142 -1.141892 0.0 0.0 0.1
C 3.385839 -2.849733 -1.112424 0.0 0.0 -0.1
C 3.494618 -4.101035 -1.706743 0.0 0.0 0.0
C 2.403292 -4.671245 -2.348354 0.0 0.0 0.0
C 1.196853 -3.984004 -2.405910 0.0 0.0 0.0
C 1.081557 -2.742295 -1.803581 -0.1 0.0 0.0
C -0.436204 1.196793 -4.088478 0.0 0.0 0.0
C 0.101955 1.011869 -5.346867 -0.1 0.0 -0.1
C -0.760167 1.052638 -6.438794 0.0 0.0 0.0
C -2.134670 1.251501 -6.305389 0.0 0.0 0.0
C -2.681650 1.365104 -5.043872 0.0 -0.1 -0.1
C -1.821050 1.334721 -3.939544 0.2 0.1 -0.2
P -2.360388 1.216112 -2.299812 -0.2 0.0 -0.2
C -2.138753 2.515817 -1.144747 0.0 0.1 0.2
C -0.910452 2.754016 -0.517422 -0.1 0.0 0.0
C -0.785733 3.851224 0.318002 0.0 0.0 0.0
C -1.862334 4.712994 0.508485 0.0 0.0 0.0
C -3.076801 4.482543 -0.128838 0.0 0.0 0.0
C -3.223946 3.382147 -0.958646 0.0 0.0 0.1
C -3.817033 0.240599 -2.117288 0.0 -0.1 -0.1
C -3.229758 -1.059020 -2.524085 -0.4 -0.2 0.0
C -3.847894 -2.259944 -1.955887 0.2 0.1 -0.1
C -4.899474 -2.153120 -1.122533 -0.1 0.2 0.1
C -5.414676 -0.864936 -0.753191 -0.1 -0.1 0.1
C -4.847604 0.309279 -1.182350 0.1 0.0 0.0
H 1.565555 3.003764 -4.246998 0.0 0.0 0.0
H 4.018047 3.141374 -4.465272 0.0 0.0 0.0
H 5.448716 1.479668 -3.279276 0.0 0.0 0.0
H 4.436658 -0.049818 -1.672700 0.0 0.0 0.0
H 3.887273 -1.836180 1.255618 0.0 0.0 0.0
H 5.637754 -0.923496 2.711421 0.0 0.0 0.0
H 5.925030 1.519933 2.943808 0.0 0.0 0.0
H 4.445012 3.058432 1.686676 0.0 0.0 0.0
H 2.764449 2.166105 0.141532 0.0 0.0 0.0
H 4.266364 -2.412352 -0.664576 0.0 0.0 0.0
H 4.442840 -4.621996 -1.684703 0.0 0.0 0.0
H 2.497969 -5.642261 -2.816277 0.0 0.0 0.0
H 0.354222 -4.416000 -2.930474 0.0 0.0 0.0
H 0.140652 -2.203772 -1.866509 0.0 0.0 0.0
H 1.158097 0.844069 -5.496223 0.0 0.0 0.0
H -0.341270 0.919665 -7.428555 0.0 0.0 0.0
H -2.768063 1.291327 -7.180714 0.0 0.0 0.0
H -3.753764 1.462557 -4.913567 0.0 0.0 0.0
H -0.054414 2.123341 -0.724203 0.0 0.0 0.0
H 0.164398 4.061202 0.792985 0.0 0.0 0.0
H -1.747794 5.587374 1.136580 0.0 0.0 0.0
H -3.902083 5.169350 0.005297 0.0 0.0 0.0
H -4.163920 3.229247 -1.477046 0.0 0.0 0.0
H -2.949133 -1.177777 -3.566295 0.1 0.0 0.0
H -3.513324 -3.226055 -2.312479 0.0 0.0 0.0
H -5.404644 -3.041200 -0.763077 0.0 0.0 0.0
H -6.285468 -0.820469 -0.107910 0.0 0.0 0.0
H -5.209027 1.262408 -0.821575 0.0 0.0 0.0
I -0.340962 -3.600878 1.491843 0.0 -0.2 -0.3
C 1.137887 -2.873638 2.788309 -0.1 -0.1 0.0
C 1.865356 -3.760943 3.547922 0.1 0.1 0.1
C 2.794703 -3.216173 4.428878 0.0 -0.1 0.0
C 2.957468 -1.840752 4.475143 0.0 0.0 0.1
C 2.199900 -1.046039 3.638654 -0.1 0.0 0.0
N 1.268414 -1.546366 2.807010 -0.1 0.1 -0.5
H 1.708642 -4.828287 3.475884 0.0 0.0 0.0
H 3.382902 -3.867018 5.064201 0.0 0.0 0.0
H 3.675794 -1.381969 5.140954 0.0 0.0 0.0
H 2.340306 0.023491 3.627788 0.0 0.0 0.0
O -1.565884 -0.745008 -0.616444 0.1 0.0 0.4
N -1.897704 -0.421139 -1.823051 0.2 -0.2 0.0
```
Forces are in eV/Å.

Calculated values
Total charge: +4
Max |F| (eV/Å): 1.325
Multiplicity: 2
Orbital gap (spin up / spin down) (eV): 6.034 / 6.007
E_LUMO (spin up / spin down) (eV): -11.88 / -11.91
M (g mol⁻¹): 1080.8